Record 1
Density functional theory data (ωB97M-V/def2-TZVPD) for a molecular structure, C20H23ClLaPS.

Properties
Net charge   +2
Kohn-Sham gap   4.665 eV

Last column: Mulliken charge in e.
Element x y z (Å)
La1 0.2351 -0.0033 0.5288  1.3193
Cl1 2.9091 -0.5603 0.3595  -0.4778
P1 -0.0140 -0.0250 -2.2742  0.1970
C1 -0.6618 1.5125 -3.1518  0.7513
C2 -1.8997 1.5740 -3.8294  -0.4380
C3 -2.3863 2.7823 -4.3804  -0.6606
C4 -1.6657 3.9698 -4.1367  -0.3935
C5 -0.5132 3.9734 -3.3295  -0.7643
C6 -0.0416 2.7498 -2.8189  -0.4795
C7 1.6071 -0.2456 -3.2495  0.5750
C8 2.3489 -1.4139 -2.9491  -0.5430
C9 3.6620 -1.5883 -3.4156  -0.7754
C10 4.2581 -0.5756 -4.1846  -0.3550
C11 3.5875 0.6383 -4.4270  -0.7545
C12 2.2815 0.8014 -3.9144  -0.1191
C13 -0.9479 -1.3828 -3.1724  0.5706
C14 -1.5366 -2.3844 -2.3573  -0.0980
C15 -2.3670 -3.3821 -2.9099  -0.7382
C16 -2.5569 -3.3934 -4.2967  -0.3743
C17 -1.9550 -2.4504 -5.1641  -0.8527
C18 -1.1457 -1.4440 -4.5609  -0.0007
H1 1.9193 -2.1628 -2.2811  0.3527
H2 4.1950 -2.5211 -3.1912  0.3994
H3 5.2501 -0.7387 -4.6135  0.3970
H4 4.0385 1.4347 -5.0253  0.4274
H5 1.7932 1.7597 -4.0933  0.3903
H6 -2.4889 0.6691 -3.9949  0.4129
H7 -3.2849 2.7721 -5.0123  0.4210
H8 -2.0128 4.9064 -4.5782  0.4018
H9 0.0527 4.9039 -3.1540  0.3897
H10 0.8399 2.7517 -2.1704  0.3954
H11 -1.4074 -2.3378 -1.2782  -0.0892
H12 -2.8609 -4.1210 -2.2524  0.3848
H13 -3.1974 -4.1691 -4.7285  0.3826
H14 -2.1234 -2.4527 -6.2440  0.4252
H15 -0.6997 -0.6918 -5.2101  0.4959
H16 -1.4611 0.8664 -0.0796  0.2301
H17 -1.7005 -0.0715 0.0440  0.1523
C19 -0.6302 -0.3830 4.8487  -0.8660
S1 -0.2152 -0.1132 3.1206  0.1200
C20 1.3661 0.8226 3.0953  -0.9609
H18 -1.5816 -0.9689 4.8371  0.3616
H19 -0.6967 0.6538 5.2306  0.3423
H20 0.2552 -0.9225 5.2334  0.3453
H21 1.2229 1.5355 3.9160  0.3917
H22 2.1658 0.1051 3.3120  0.3823
H23 1.6310 1.3519 2.1329  0.3260

Atoms 1-3, force components in eV/Å:
La 8.3 -1.9 1.6
Cl -1.5 0.3 0.0
P 0.2 -0.3 -6.0

***

Record 2
Density functional theory data (ωB97M-V/def2-TZVPD) for a single C20H23ClN4O2 molecule.

Properties
Energy above the lowest of the compared OMol25 structures with the same formula, charge and spin   40.5 kcal/mol
SMILES   O=C(Nc1ccnn1C1CCN(C(=O)Cc2cccc(Cl)c2)CC1)C1CC1
Kohn-Sham gap   9.263 eV

Last column: Mulliken charge in e.
Element x y z (Å)
O1 -3.6360 -1.2254 1.2531  -0.6156
C1 -3.9302 -1.8930 0.2864  0.3350
N1 -3.5262 -1.5691 -0.9870  -0.1981
C2 -2.8903 -0.3653 -1.3116  0.3901
C3 -3.3110 0.6379 -2.1629  -0.8820
C4 -2.2806 1.5801 -2.1181  -0.3943
N2 -1.3154 1.1848 -1.3126  -1.0983
N3 -1.6789 -0.0008 -0.8279  1.1250
C5 -0.8295 -0.7558 0.0665  -0.1037
C6 0.5784 -0.9286 -0.5202  -1.3052
C7 1.3895 0.3693 -0.4396  -0.3707
N4 1.4231 0.8463 0.9208  0.1710
C8 2.4742 0.8516 1.7635  0.8237
O2 2.3711 1.1959 2.9271  -0.6891
C9 3.8288 0.4360 1.1877  -0.8611
C10 4.3301 1.4031 0.1531  0.6257
C11 4.2064 2.7725 0.3614  -0.5882
C12 4.6742 3.6700 -0.5804  -0.5264
C13 5.2753 3.2209 -1.7443  -0.5594
C14 5.4020 1.8574 -1.9460  0.1967
Cl1 6.1533 1.2721 -3.3921  -0.2256
C15 4.9356 0.9484 -1.0117  -0.4376
C16 0.0989 1.1602 1.4230  -1.1706
C17 -0.7520 -0.1056 1.4539  -0.8000
C18 -4.7232 -3.1485 0.3614  0.0101
C19 -4.5914 -3.9685 1.6217  -0.5994
C20 -5.8366 -3.1948 1.3804  -0.6428
H1 -3.9743 -2.0394 -1.7599  0.2953
H2 -4.2237 0.6786 -2.7205  0.4316
H3 -2.2074 2.5183 -2.6305  0.4696
H4 -1.2970 -1.7416 0.1629  0.2516
H5 0.5111 -1.2490 -1.5612  0.4209
H6 1.0851 -1.7103 0.0497  0.3674
H7 2.3935 0.2099 -0.8254  0.3936
H8 0.8940 1.1293 -1.0524  0.1871
H9 4.5215 0.4281 2.0338  0.2993
H10 3.7775 -0.5769 0.7847  0.3247
H11 3.7424 3.1278 1.2687  0.4303
H12 4.5728 4.7310 -0.4102  0.3885
H13 5.6425 3.9154 -2.4831  0.4262
H14 5.0524 -0.1101 -1.1925  0.3877
H15 0.2082 1.5707 2.4274  0.5385
H16 -0.3563 1.9032 0.7626  0.4109
H17 -1.7600 0.1167 1.8022  0.5184
H18 -0.3037 -0.8229 2.1434  0.4145
H19 -4.8693 -3.6741 -0.5737  0.3899
H20 -3.9069 -3.5933 2.3670  0.2390
H21 -4.6108 -5.0431 1.5260  0.2882
H22 -5.9909 -2.2998 1.9632  0.2253
H23 -6.7406 -3.7194 1.1120  0.2925

Atoms 1-3, force components in eV/Å:
O 0.0 0.0 0.1
C -0.1 -0.2 0.0
N 0.1 0.0 -0.3

***

Record 3
Density functional theory data (ωB97M-V/def2-TZVPD) for a molecular structure, C20H23ClOPPrS.

Properties
Net charge   +2
Multiplicity   3
Kohn-Sham gap (spin up / spin down)   5.955 / 6.806 eV

Last column: Mulliken charge in e.
Element x y z (Å)
Pr1 1.2971 0.1561 0.3060  1.6091
Cl1 3.6288 -0.7270 0.7088  -0.3278
P1 -0.0234 -0.0022 -2.4066  0.4973
C1 -0.7109 1.5394 -3.1467  0.8927
C2 -1.9160 1.5848 -3.8798  -0.4073
C3 -2.3879 2.7909 -4.4049  -0.6716
C4 -1.6954 3.9804 -4.1598  -0.5111
C5 -0.5389 3.9625 -3.3686  -0.7117
C6 -0.0540 2.7563 -2.8647  -0.5349
C7 1.6121 -0.2381 -3.2558  0.4282
C8 2.3095 -1.4343 -2.9930  -0.4528
C9 3.6253 -1.6043 -3.4375  -0.6981
C10 4.2519 -0.5944 -4.1765  -0.4845
C11 3.5638 0.5930 -4.4535  -0.6881
C12 2.2529 0.7617 -4.0171  -0.2323
C13 -1.0105 -1.3333 -3.2101  0.2127
C14 -1.5979 -2.3262 -2.3986  -0.2101
C15 -2.3750 -3.3488 -2.9613  -0.5350
C16 -2.5480 -3.4047 -4.3533  -0.4819
C17 -1.9312 -2.4491 -5.1785  -0.7247
C18 -1.1560 -1.4303 -4.6147  -0.1851
H1 1.8462 -2.2109 -2.3757  0.4235
H2 4.1689 -2.5183 -3.1614  0.3951
H3 5.2924 -0.7188 -4.4774  0.4050
H4 4.0744 1.3789 -5.0124  0.4328
H5 1.7303 1.6744 -4.2841  0.4645
H6 -2.5002 0.6854 -4.0646  0.4310
H7 -3.3129 2.8145 -4.9784  0.4231
H8 -2.0902 4.9258 -4.5190  0.4149
H9 -0.0187 4.8925 -3.1208  0.3913
H10 0.8511 2.7512 -2.2512  0.2346
H11 -1.4569 -2.2719 -1.3161  0.2303
H12 -2.8321 -4.0990 -2.2941  0.3781
H13 -3.1480 -4.2049 -4.7808  0.4053
H14 -2.0466 -2.5317 -6.2610  0.4141
H15 -0.6491 -0.7437 -5.2929  0.4648
H16 -2.0897 0.9218 0.0002  0.0477
H17 -2.0932 0.1945 0.2444  -0.0370
C19 0.4370 -1.3787 4.5035  -0.9159
S1 -0.7183 -0.3952 3.5057  0.4418
C20 -0.4933 1.2023 4.3477  -0.9191
O1 0.0454 -0.2068 2.1609  -0.4654
H18 0.0618 -1.5559 5.5263  0.4133
H19 1.3944 -0.8499 4.5380  0.3249
H20 0.5592 -2.3430 3.9967  0.3414
H21 0.5748 1.4400 4.3857  0.3301
H22 -1.0285 1.9603 3.7638  0.3386
H23 -0.9078 1.1926 5.3696  0.4079

Atoms 1-3, force components in eV/Å:
Pr 0.2 -0.5 0.2
Cl -0.9 0.3 -0.1
P -0.2 -0.4 -2.2

***

Record 4
Density functional theory data (ωB97M-V/def2-TZVPD) for 5 unconnected molecules or ions with the total composition C20H23F3O2.

Properties
Energy above the lowest of the compared OMol25 structures with the same formula, charge and spin   7.7 kcal/mol
SMILES   Fc1ccccc1.Fc1ccccc1.Fc1ccccc1.CO.CO
Kohn-Sham gap   9.450 eV

Last column: Mulliken charge in e.
Element x y z (Å)
F1 -2.5654 0.6433 -6.1413  -0.2982
C1 -1.4635 1.3601 -5.8925  0.1463
C2 -1.0928 2.3992 -6.7124  -0.2120
C3 0.0253 3.1934 -6.4349  -0.5849
C4 0.7070 2.8897 -5.2673  -0.3769
C5 0.3319 1.8687 -4.4031  -0.3566
C6 -0.7711 1.0864 -4.7160  -0.2699
H1 -1.7370 2.5781 -7.5683  0.3722
H2 0.3025 4.0073 -7.0839  0.3952
H3 1.5666 3.4950 -4.9958  0.3415
H4 0.8562 1.7506 -3.4639  0.3956
H5 -1.1227 0.3250 -4.0329  0.4323
F2 0.3243 -3.4781 0.3687  -0.2338
C7 0.3936 -4.3869 1.3488  0.2637
C8 1.4461 -4.3389 2.2699  -0.2605
C9 1.4064 -5.1823 3.3564  -0.3900
C10 0.4315 -6.1731 3.4790  -0.4898
C11 -0.5370 -6.2731 2.4980  -0.3405
C12 -0.5543 -5.3698 1.4341  -0.3966
H6 2.2492 -3.6204 2.1689  0.4016
H7 2.1847 -5.1883 4.1111  0.3372
H8 0.4187 -6.7956 4.3621  0.3736
H9 -1.3290 -6.9961 2.6445  0.3394
H10 -1.3178 -5.4004 0.6655  0.3996
F3 -2.5920 1.6992 0.5489  -0.2942
C13 -2.1250 2.5278 1.4975  0.2009
C14 -0.8053 2.9110 1.4768  -0.1355
C15 -0.2788 3.6142 2.5566  -0.5135
C16 -1.1049 4.0040 3.6036  -0.3993
C17 -2.4485 3.6130 3.6090  -0.4240
C18 -2.9473 2.8533 2.5663  -0.4022
H11 -0.1034 2.4915 0.7616  0.4661
H12 0.7538 3.9367 2.5623  0.3722
H13 -0.7176 4.6436 4.3852  0.3741
H14 -3.0686 3.9900 4.4106  0.3517
H15 -3.9631 2.4776 2.5726  0.4044
C19 0.1747 -0.1169 -0.8356  -0.6905
O1 1.1780 0.8829 -0.8929  -0.4795
H16 -0.2621 -0.3242 0.1435  0.2732
H17 -0.5969 0.1847 -1.5418  0.2124
H18 0.5607 -1.0686 -1.2171  0.3447
H19 1.9037 0.6502 -0.2747  0.3606
C20 2.5288 -0.5144 2.1352  -0.4284
O2 2.9943 0.3566 1.1190  -0.5313
H20 2.4129 -0.0238 3.1047  0.3028
H21 1.6304 -1.0638 1.8707  0.1179
H22 3.3172 -1.2516 2.3400  0.2505
H23 3.4055 1.1331 1.5033  0.2781

Atoms 1-3, force components in eV/Å:
F -0.3 -0.1 -0.4
C 0.8 0.2 1.2
C -0.4 0.3 -1.0

***

Record 5
Density functional theory data (ωB97M-V/def2-TZVPD) for a molecular structure, C20H23MnN4O4S2.

Properties
Net charge   -1
Energy above the lowest of the compared OMol25 structures with the same formula, charge and spin   51.5 kcal/mol
Multiplicity   6
Kohn-Sham gap (spin up / spin down)   4.691 / 7.391 eV

Last column: Mulliken charge in e.
Element x y z (Å)
Mn1 -0.3193 -0.0629 -0.2171  -0.3112
C1 3.7000 -1.0157 -1.6620  -0.9917
C2 2.3864 -0.3181 -1.4261  0.2115
N1 1.5857 -0.7000 -0.3673  0.7942
N2 2.0623 -1.6502 0.4561  -0.5170
C3 1.3840 -1.8699 1.5344  -0.0299
S1 -0.0746 -1.0109 2.0031  -0.5422
S2 1.9644 -3.1459 2.6168  -0.2071
C4 3.6783 -2.6105 2.8689  -1.0829
C5 4.6878 -2.9351 1.7835  0.6627
C6 4.4995 -3.9448 0.8470  -0.2049
C7 5.4746 -4.2225 -0.1021  -0.5257
C8 6.6556 -3.4935 -0.1324  -0.4483
C9 6.8533 -2.4825 0.7975  -0.4774
C10 5.8759 -2.2094 1.7449  -0.4928
C11 2.0190 0.7747 -2.2754  1.0729
C12 2.7120 0.9971 -3.4911  -1.0057
C13 2.3894 2.0322 -4.3525  -0.7002
C14 1.3546 2.9031 -4.0309  -0.5732
C15 0.6667 2.7333 -2.8313  -0.4828
C16 0.9785 1.7089 -1.9415  0.8307
O1 0.3351 1.6316 -0.7768  -1.0783
H1 3.8911 -1.7370 -0.8754  -0.0754
H2 4.5196 -0.2897 -1.6831  0.3373
H3 3.7161 -1.5452 -2.6229  0.2433
H4 3.9764 -3.0922 3.8035  0.4995
H5 3.6493 -1.5350 3.0422  0.3606
H6 3.5675 -4.4958 0.8535  0.2964
H7 5.3026 -5.0054 -0.8317  0.3572
H8 7.4100 -3.7023 -0.8814  0.3652
H9 7.7671 -1.9004 0.7819  0.3650
H10 6.0315 -1.4109 2.4636  0.3526
H11 3.5153 0.3241 -3.7658  0.2989
H12 2.9428 2.1574 -5.2760  0.3721
H13 1.0849 3.7103 -4.7025  0.3632
H14 -0.1326 3.4064 -2.5406  0.4426
C17 -2.4659 -0.9671 -3.9889  -1.7169
C18 -1.9054 -0.5797 -2.6582  0.9689
N3 -0.6972 -0.8008 -2.3193  0.9168
O2 0.0748 -1.4596 -3.2441  -0.7393
C19 -2.7296 0.0923 -1.6439  0.1018
C20 -4.1357 0.5313 -1.8684  -1.5572
N4 -2.1304 0.3054 -0.5080  0.7385
O3 -2.6482 0.8899 0.4954  -0.8100
H15 -1.9381 -1.8335 -4.3772  0.4519
H16 -2.3307 -0.1443 -4.6959  0.2898
H17 -3.5295 -1.1880 -3.9136  0.4090
H18 0.9702 -1.3195 -2.8846  0.4302
H19 -4.2297 1.0812 -2.8073  0.3621
H20 -4.4270 1.1743 -1.0409  0.3950
H21 -4.8232 -0.3199 -1.9030  0.3011
O4 -1.0414 -2.8482 -0.3524  -0.6179
H22 -1.1165 -2.7529 0.6092  0.2985
H23 -0.1546 -3.2014 -0.4882  0.2983

Atoms 1-3, force components in eV/Å:
Mn 2.7 -0.6 0.3
C -0.1 0.0 0.0
C 0.0 0.0 0.0

***

Record 6
Density functional theory data (ωB97M-V/def2-TZVPD) for a single C20H23N3O3 molecule.

Properties
Energy above the lowest of the compared OMol25 structures with the same formula, charge and spin   10.8 kcal/mol
SMILES   NC(=O)c1cc(N2C(=O)[C@H]3CC=CC[C@H]3C2=O)ccc1N1CCCCC1
Kohn-Sham gap   8.566 eV

Last column: Mulliken charge in e.
Element x y z (Å)
N1 -2.9093 -1.0915 -1.4829  -0.3696
C1 -1.6884 -1.3029 -2.0272  -0.0081
O1 -1.4883 -2.1855 -2.8347  -0.6485
C2 -0.6590 -0.3627 -1.4699  -0.0853
C3 -0.4515 -0.4818 -0.1034  0.1099
C4 0.3928 0.3812 0.5764  0.2176
N2 0.5423 0.2542 1.9824  0.3440
C5 -0.5334 0.0662 2.8311  0.0368
O2 -1.6851 0.0136 2.4841  -0.6287
C6 -0.0012 -0.0648 4.2442  0.2454
C7 -0.3860 -1.4390 4.8292  -0.9473
C8 0.4589 -1.7217 6.0320  -0.5018
C9 1.7665 -1.5348 5.9435  -0.4703
C10 2.3357 -1.0554 4.6449  -0.9847
C11 1.5089 0.1361 4.1202  0.4077
C12 1.7612 0.3340 2.6368  -0.1253
O3 2.8224 0.5098 2.1018  -0.6063
C13 1.0541 1.3790 -0.1256  -0.7372
C14 0.8693 1.4896 -1.4858  -0.4563
C15 0.0155 0.6362 -2.2032  0.1407
N3 -0.2244 0.8396 -3.5463  0.3292
C16 0.0059 2.1440 -4.1285  -1.0253
C17 -0.9803 2.3571 -5.2790  -0.8167
C18 -0.8218 1.2653 -6.3311  -0.7513
C19 -0.9870 -0.0971 -5.6668  -0.5574
C20 -0.0056 -0.2262 -4.5069  -0.8430
H1 -3.0477 -0.4209 -0.7472  0.2313
H2 -3.6614 -1.7181 -1.7200  0.2471
H3 -0.9699 -1.2566 0.4410  0.4991
H4 -0.4605 0.7086 4.8655  0.3503
H5 -1.4493 -1.4506 5.0633  0.4311
H6 -0.2008 -2.2080 4.0714  0.3285
H7 -0.0208 -2.0659 6.9339  0.4046
H8 2.4373 -1.7166 6.7676  0.4093
H9 3.3793 -0.7606 4.7400  0.4301
H10 2.2856 -1.8668 3.9109  0.3515
H11 1.8334 1.0357 4.6506  0.3124
H12 1.7242 2.0502 0.3873  0.4381
H13 1.4177 2.2525 -2.0150  0.5154
H14 -0.1631 2.9111 -3.3704  0.5631
H15 1.0356 2.2416 -4.5100  0.4039
H16 -0.8129 3.3420 -5.7187  0.3577
H17 -1.9956 2.3281 -4.8790  0.3256
H18 -1.5593 1.3970 -7.1249  0.3609
H19 0.1722 1.3333 -6.7805  0.3082
H20 -0.8078 -0.8997 -6.3828  0.3564
H21 -2.0028 -0.2032 -5.2834  0.2803
H22 -0.1232 -1.1912 -4.0206  0.5127
H23 1.0240 -0.1562 -4.8962  0.3142

Atoms 1-3, force components in eV/Å:
N -0.5 0.0 0.1
C -0.1 0.2 0.1
O 0.1 -0.2 -0.2